(1)
Molecular formula: CH11NO4
Method: DFT, the ωB97M-V functional and the def2-TZVPD basis

The calculation puts the molecular weight at 101.102 g mol⁻¹. For the HOMO energy (spin up / spin down), the calculation gives 0.4 / -3.3 eV. The charge is -1. The calculation puts the total energy at -10893.88704 eV. Its relative energy (zero: lowest compared OMol25 entry of this formula, charge and spin) is 28.7 kcal per mole. Its expectation value of S² is 0.753. As for the largest force on an atom: 3.181 eV/Å. The spin multiplicity is 2.

Last column: Löwdin charge in e.
Positions of all 17 atoms, in Å:
C1 -1.739569 1.156334 0.409973  -0.3395
N1 -0.633499 1.785145 0.034201  -0.1898
H1 -2.573144 1.164587 -0.288040  -0.0387
H2 -1.920222 0.609925 1.334246  -0.0343
H3 0.103378 2.034899 0.669120  -0.0235
H4 0.124361 -1.697950 0.151749  0.0251
H5 0.877777 -2.794405 0.651619  0.0352
O1 0.822457 -1.843695 0.813219  -0.0885
H6 0.103993 -1.106327 -2.016492  0.0063
H7 1.342912 -1.704739 -1.607961  0.0305
O2 0.455634 -2.016760 -1.861978  -0.1359
H8 1.079234 -0.095658 1.963257  -0.0134
H9 0.667674 0.767215 3.307517  0.0430
O3 0.622323 0.637452 2.343377  -0.0719
H10 0.056662 1.230684 -1.203402  -0.0843
H11 0.171768 1.179922 -2.753834  0.0367
O4 0.438260 0.693372 -1.946571  -0.1572

Atomic forces in eV per Å
C -1.1225 -0.5512 0.5549
N 1.0993 1.4053 -1.5198
H -0.0690 -0.1583 -0.1091
H 0.2421 0.1181 0.2280
H -0.4001 -0.5048 0.8557
H 0.0058 0.9094 0.0403
H 0.5267 -0.0274 0.4279
O -0.3495 -0.7682 -0.0794
H -0.2352 -0.0774 -0.0400
H -0.2322 -0.5203 -0.0283
O 0.4034 0.6251 -0.1928
H 0.4757 -1.1560 0.2606
H 0.4483 -0.8792 -0.9110
O -0.7851 1.8966 1.0150
H -1.1424 0.8778 1.7389
H 0.2624 -0.4606 0.7301
O 0.8723 -0.7289 -2.9712

(2)
Molecular formula: CH11NO4
Method: DFT, the ωB97M-V functional and the def2-TZVPD basis

The calculation puts the molecular weight at 101.102 g mol⁻¹. For the HOMO energy, the calculation gives -9.8 eV. The calculation puts the total energy at -10895.37797 eV. Its relative energy (zero: lowest compared OMol25 entry of this formula, charge and spin) is 14.9 kcal per mole. As for the largest force on an atom: 1.004 eV/Å. Its structure (SMILES) is NCO.O.O.O.

Last column: Löwdin charge in e.
Positions of all 17 atoms, in Å:
N1 -0.105370 1.728509 -2.154294  0.0317
C1 0.218270 0.735212 -1.183088  -0.3658
O1 0.325888 1.179488 0.158542  -0.0890
H1 -1.052647 2.059810 -2.089681  0.0695
H2 0.633387 2.409932 -2.208656  0.0730
H3 -0.480629 -0.105933 -1.237951  0.1105
H4 1.189352 0.308093 -1.422110  0.1133
H5 -0.550291 1.306677 0.549030  0.0428
H6 -2.247038 0.914752 2.798903  0.0549
H7 -1.880591 -0.201157 1.795947  0.0540
O2 -1.728548 0.722990 2.013137  -0.0386
H8 2.753064 -0.715976 1.171562  0.0299
H9 1.438486 -0.057070 1.433173  -0.0043
O3 2.025907 -0.733993 1.804977  -0.0717
H10 0.161698 -3.824918 -0.835059  0.0331
H11 -0.205992 -2.411811 -0.231553  0.0077
O4 -0.494946 -3.314605 -0.362880  -0.0511

Atomic forces in eV per Å
N 0.2847 -0.9624 0.0013
C -0.0077 -0.4367 -0.0839
O 0.1465 0.0640 0.2295
H 0.1452 0.4808 0.0190
H -0.4322 0.4846 -0.0390
H -0.2752 0.1887 -0.1082
H 0.1985 0.1342 -0.0441
H 0.0790 0.0008 0.0832
H -0.0226 -0.0602 -0.0061
H -0.0642 -0.0771 0.1837
O -0.0059 0.0836 -0.1782
H 0.0841 -0.1578 0.2155
H -0.1839 0.0684 0.1246
O 0.0142 0.1675 -0.4396
H 0.3595 0.3100 -0.0513
H 0.5477 -0.0337 -0.1337
O -0.8676 -0.2547 0.2272

(3)
Molecular formula: CH11NO5
Method: DFT, the ωB97M-V functional and the def2-TZVPD basis

The calculation puts the molecular weight at 117.101 g mol⁻¹. For the HOMO energy, the calculation gives -10.3 eV. The calculation puts the total energy at -12943.57633 eV. Its relative energy (zero: lowest compared OMol25 entry of this formula, charge and spin) is 12.8 kcal per mole. As for the largest force on an atom: 0.540 eV/Å. Its structure (SMILES) is NC=O.O.O.O.O.

Last column: Löwdin charge in e.
Positions of all 18 atoms, in Å:
C1 -0.683321 -0.142400 2.436239  -0.4074
N1 -0.586375 -0.895711 1.300996  0.1230
O1 -0.309741 0.999527 2.517101  0.0146
H1 -1.133736 -0.695806 3.280200  0.1264
H2 -0.733387 -1.885445 1.433273  0.0951
H3 0.159987 -0.603331 0.683294  0.0845
H4 1.314563 -3.385503 -2.719496  0.0336
H5 1.155474 -2.046507 -2.008441  0.0143
O2 0.818892 -2.950096 -2.020501  -0.0674
H6 1.823991 0.726726 -0.899417  -0.0201
H7 3.191270 0.398507 -0.322135  0.0367
O3 2.631102 0.226407 -1.085727  -0.0711
H8 -2.053951 0.333383 -1.983052  0.0431
H9 -3.346287 1.153710 -1.865396  0.0439
O4 -2.446814 1.090269 -1.532416  -0.0501
H10 0.061123 2.197177 0.551244  0.0437
H11 -0.432710 1.378643 -0.633924  0.0139
O5 0.355331 1.816464 -0.283923  -0.0568

Atomic forces in eV per Å
C -0.0008 -0.4566 -0.2240
N 0.1707 -0.0672 0.5007
O 0.0277 0.4749 0.2563
H -0.1414 0.1913 -0.0317
H 0.1446 0.0482 -0.2867
H -0.1671 -0.1201 -0.2033
H 0.0238 -0.0037 0.0020
H 0.1684 -0.0273 0.0437
O -0.1080 0.1350 0.0243
H 0.0133 0.3417 0.1295
H -0.0087 -0.0274 -0.0709
O -0.0674 -0.2966 -0.0175
H -0.2288 0.0234 -0.0421
H 0.0142 -0.0034 -0.0030
O 0.2837 -0.1378 0.0136
H 0.0938 -0.2123 0.2192
H -0.1331 0.3767 0.0576
O -0.0850 -0.2390 -0.3677

(4)
Molecular formula: CH11O4S
Method: DFT, the ωB97M-V functional and the def2-TZVPD basis

The calculation puts the molecular weight at 119.162 g mol⁻¹. For the HOMO energy, the calculation gives -3.3 eV. The charge is -1. The calculation puts the total energy at -20242.09711 eV. Its relative energy (zero: lowest compared OMol25 entry of this formula, charge and spin) is 19.0 kcal per mole. As for the largest force on an atom: 1.241 eV/Å.

Last column: Löwdin charge in e.
Positions of all 17 atoms, in Å:
C1 -1.347281 2.165677 0.682886  -0.7022
S1 0.488199 2.086571 0.687645  0.1422
H1 -1.807291 2.025295 1.667356  -0.0077
H2 -1.787596 3.012067 0.156592  -0.0090
H3 -1.767981 1.288618 0.167243  -0.0195
H4 -0.979279 -0.893698 1.743295  0.0049
H5 -0.095748 -0.038118 0.914426  -0.1052
O1 -0.230300 -0.981190 1.177681  -0.1259
H6 -1.416893 1.662380 -2.885535  0.0010
H7 -0.584039 1.314511 -1.709134  -0.0390
O2 -1.044393 0.913227 -2.456838  -0.0742
H8 3.442052 -1.620124 0.493014  0.0178
H9 3.139460 -2.109771 1.856574  0.0401
O3 3.701385 -2.308386 1.092631  -0.0639
H10 -0.496486 -2.181303 -0.673958  0.0114
H11 0.847862 -2.006907 -1.371615  0.0332
O4 -0.061671 -2.328849 -1.542262  -0.1040

Atomic forces in eV per Å
C -0.3955 -1.1324 -0.1496
S -0.5075 0.0411 -0.2221
H 0.2101 0.6533 0.2213
H 0.1326 0.3360 0.2537
H 0.1797 0.1060 -0.2545
H -0.8720 -0.1657 0.7570
H 0.7433 0.1595 -0.1010
O 0.3715 -0.1525 -0.6295
H -0.5519 0.8986 -0.6549
H 0.4384 -0.1214 0.4697
O 0.2831 -0.7155 0.2696
H -0.1309 0.5417 -0.6574
H 0.1403 -0.2078 -0.1437
O -0.0781 -0.2789 0.7933
H 0.4227 0.1767 -0.5812
H -0.8814 -0.1868 -0.1638
O 0.4954 0.0482 0.7933

(5)
Molecular formula: CH11O4S
Method: DFT, the ωB97M-V functional and the def2-TZVPD basis

The calculation puts the molecular weight at 119.162 g mol⁻¹. For the HOMO energy, the calculation gives -3.6 eV. The charge is -1. The calculation puts the total energy at -20242.85689 eV. Its relative energy (zero: lowest compared OMol25 entry of this formula, charge and spin) is 1.5 kcal per mole. As for the largest force on an atom: 0.935 eV/Å.

Last column: Löwdin charge in e.
Positions of all 17 atoms, in Å:
C1 -2.314383 0.653641 -1.270014  -0.5951
S1 -2.421180 -0.592935 0.094382  0.2559
H1 -1.936520 0.195614 -2.184437  -0.0106
H2 -3.331311 1.016732 -1.373998  -0.0240
H3 -1.614189 1.446064 -1.005568  -0.0060
H4 -0.622463 -1.386597 -0.404316  -0.1138
H5 0.312364 -1.852883 -1.504642  0.0257
O1 0.304905 -1.779984 -0.555253  -0.1541
H6 -0.998380 0.684197 1.376145  -0.0961
H7 0.433290 1.037529 1.039154  -0.0172
O2 -0.254375 1.247541 1.674772  -0.1384
H8 3.492727 1.875670 -0.937406  0.0128
H9 3.522215 0.775120 0.060920  -0.0130
O3 4.118342 1.305322 -0.500608  -0.0873
H10 1.484815 -0.967414 0.345540  0.0033
H11 2.196952 -0.618535 1.648109  0.0515
O4 2.204489 -0.394000 0.712659  -0.0937

Atomic forces in eV per Å
C 0.1255 -0.5939 0.7116
S 0.1677 0.0834 -0.2498
H -0.2789 -0.0005 -0.1550
H 0.0979 0.3893 -0.4695
H -0.2045 0.2063 0.0492
H 0.0316 -0.1530 0.5839
H 0.3453 -0.1343 -0.5491
O -0.4015 0.0973 0.1636
H -0.1695 -0.0712 -0.0538
H 0.2683 -0.0961 -0.0329
O -0.0770 0.1700 0.1541
H -0.1842 0.4042 -0.3422
H 0.1386 -0.2664 -0.1225
O 0.0425 -0.1866 0.3644
H 0.1497 0.1962 -0.4970
H 0.0590 0.2043 0.0742
O -0.1105 -0.2491 0.3709

(6)
Molecular formula: CH11O5
Method: DFT, the ωB97M-V functional and the def2-TZVPD basis

The calculation puts the molecular weight at 103.094 g mol⁻¹. For the HOMO energy, the calculation gives -4.5 eV. The charge is -1. The calculation puts the total energy at -11453.46212 eV. Its relative energy (zero: lowest compared OMol25 entry of this formula, charge and spin) is 27.5 kcal per mole. As for the largest force on an atom: 2.359 eV/Å.

Last column: Löwdin charge in e.
Positions of all 17 atoms, in Å:
C1 0.424924 0.686640 -1.443071  -0.1183
O1 -0.781176 -0.041924 -1.032986  -0.2165
H1 1.032327 0.551916 -0.560180  0.0612
H2 0.836659 0.241792 -2.359182  0.0694
H3 0.118633 1.696024 -1.717112  0.0659
H4 -2.891006 1.287970 -2.910585  0.0105
H5 -2.196527 0.335019 -1.958237  -0.0048
O2 -2.844675 0.342896 -2.710386  -0.1171
H6 0.156779 -2.605654 1.322664  0.0115
H7 -0.028220 -1.084486 1.576362  -0.0138
O3 0.639940 -1.778466 1.245769  -0.1345
H8 -0.953220 0.000332 2.366077  -0.1091
H9 -0.817152 0.234641 -0.069723  -0.0081
O4 -0.831445 0.414566 1.517912  -0.4393
H10 2.609239 -0.027071 3.008678  0.0153
H11 2.435522 -0.294229 1.536744  0.0148
O5 3.089396 0.040034 2.187256  -0.0872

Atomic forces in eV per Å
C -1.9335 -1.3448 -0.1370
O 0.8826 1.1166 -0.5816
H 0.9253 0.7104 -0.2130
H 0.0774 -0.1847 0.4069
H 0.4598 0.3952 0.4059
H -0.1600 -0.2896 -0.0863
H 0.1130 -0.5576 -0.2169
O 0.0508 0.7392 0.1463
H 0.1271 -0.0846 -0.1517
H 0.6879 0.1592 -1.2146
O -0.3460 0.0119 0.8153
H -0.4881 0.1989 0.6094
H -0.6617 -0.8342 0.3839
O 0.3489 0.0562 -0.1486
H -0.2703 -0.0016 0.3088
H 0.3375 0.1069 0.4873
O -0.1508 -0.1974 -0.8140